Entry 1:
The following is a quantum chemistry calculation of a cluster of 2 separate species, C4H5ClFNO in total in a non-equilibrium geometry, from the OMol25 dataset.

## Properties
Molar mass ... 137.5 g/mol
Largest force on an atom ... 5.3 eV/A
Relative energy (zero: lowest compared OMol25 entry of this formula, charge and spin) ... 374.57 kJ/mol
E_LUMO ... 0.65 eV
Gap between HOMO and LUMO ... 0.3647 hartree
Structure (SMILES) ... CC#[N+][O-].C=C(F)Cl

Each line ends with the Löwdin charge.
Geometry (Å):
1 C -1.43 -0.75 -2.04  -0.004
2 C 0.95 0.67 1.45  -0.046
3 C -1.33 0.05 -1.02  -0.769
4 C 1.73 -0.33 0.68  -0.052
5 N 0.28 1.24 2.21  -0.166
6 O -0.35 1.90 2.96  0.012
7 F -0.44 1.10 -0.96  -0.011
8 Cl -2.54 0.00 0.25  0.682
9 H -0.65 -0.67 -2.87  0.111
10 H -2.04 -1.53 -2.12  0.016
11 H 1.14 -0.86 -0.09  0.070
12 H 2.11 -0.95 1.44  0.057
13 H 2.58 0.13 0.11  0.100



Entry 2:
The following is a quantum chemistry calculation of the molecule C4H5ClN2 in a non-equilibrium geometry, from the OMol25 dataset.

## Properties
Molar mass ... 116.6 g/mol
Largest force on an atom ... 1.4 eV/A
Relative energy (zero: lowest compared OMol25 entry of this formula, charge and spin) ... 153.65 kJ/mol
E_LUMO ... 0.85 eV
Gap between HOMO and LUMO ... 0.3353 hartree
Structure (SMILES) ... Nn1cccc1Cl

Each line ends with the Löwdin charge.
Geometry (Å):
1 C -0.21 1.04 0.29  -0.116
2 C 0.62 0.73 1.33  -0.107
3 C 1.13 -0.56 1.08  -0.111
4 C 0.45 -1.06 -0.01  -0.700
5 H -2.04 -0.14 -1.39  0.095
6 H -0.90 0.60 -2.29  0.098
7 H -0.82 1.93 0.15  0.115
8 H 1.01 1.44 2.05  0.099
9 H 1.70 -1.16 1.77  0.098
10 N -1.07 -0.19 -1.68  0.080
11 N -0.33 -0.04 -0.52  -0.227
12 Cl 0.46 -2.59 -0.78  0.676



Entry 3:
The following is a quantum chemistry calculation of the molecule C4H5ClO in a non-equilibrium geometry, from the OMol25 dataset.

## Properties
Molar mass ... 104.5 g/mol
Largest force on an atom ... 5.1 eV/A
Relative energy (zero: lowest compared OMol25 entry of this formula, charge and spin) ... 171.40 kJ/mol
E_LUMO ... 0.77 eV
Gap between HOMO and LUMO ... 0.3922 hartree
Structure (SMILES) ... C=C[C@@H](Cl)C=O

Each line ends with the Löwdin charge.
Geometry (Å):
1 C 1.49 -0.77 0.06  0.022
2 C 0.41 -0.37 -0.57  -0.301
3 C -0.78 1.29 0.64  -0.292
4 C -0.90 0.02 -0.18  -0.868
5 O -1.08 2.29 0.11  0.109
6 Cl -1.65 -1.27 0.48  0.779
7 H 2.32 -1.19 -0.56  0.081
8 H 1.55 -0.77 1.19  0.087
9 H 0.43 -0.42 -1.60  0.081
10 H -1.43 0.15 -1.24  0.154
11 H -0.37 1.03 1.67  0.149



Entry 4:
The following is a quantum chemistry calculation of the molecule C4H5ClO in a non-equilibrium geometry, from the OMol25 dataset.

## Properties
Molar mass ... 104.5 g/mol
Largest force on an atom ... 8.3 eV/A
Relative energy (zero: lowest compared OMol25 entry of this formula, charge and spin) ... 353.61 kJ/mol
E_LUMO (alpha / beta) ... -0.20 / -0.82 eV
Gap between HOMO and LUMO (alpha / beta) ... 0.3097 / 0.2844 hartree
Structure (SMILES) ... C/C=C(\Cl)C=O

Each line ends with the Löwdin charge.
Geometry (Å):
1 C -0.34 0.14 -0.05  -0.049
2 C -2.11 1.20 -1.99  -0.348
3 C -0.68 0.80 -1.71  -0.594
4 C 0.94 -0.36 0.18  -0.202
5 O -2.50 1.33 -3.12  0.018
6 Cl 0.55 0.82 -2.80  0.750
7 H -1.14 0.18 0.61  0.046
8 H -2.65 1.51 -1.03  0.127
9 H 1.05 -1.44 0.21  0.080
10 H 1.39 -0.13 1.18  0.099
11 H 1.55 -0.14 -0.81  0.074



Which of these has the lowest relative energy (zero: lowest compared OMol25 entry of this formula, charge and spin)?
C4H5ClN2